A:
The following is a quantum chemistry calculation of C4H4O in the gas phase, from the Open Molecules 2025 dataset.

The LUMO energy comes out at 0.332 eV. For the orbital gap, the calculation gives 10.3 eV. Its HOMO energy is -9.93 eV. The SMILES is C#CC(C)=O.

Each line ends with the natural charge from an NBO analysis.
Geometry (Å):
C (-1.444, 0.336, -0.224)  -0.700
C (-0.156, -0.201, 0.390)  0.501
O (-0.197, -1.166, 1.120)  -0.485
C (1.221, -0.034, -0.056)  -0.123
C (2.364, -0.188, -0.405)  -0.153
H (-1.298, 0.464, -1.298)  0.233
H (-1.880, 1.260, 0.173)  0.244
H (-2.166, -0.472, -0.053)  0.247
H (3.370, -0.194, -0.757)  0.236

---

B:
The following is a quantum chemistry calculation of 2 unconnected molecules or ions with the total composition C4H4O, from the Open Molecules 2025 dataset.

The LUMO energy comes out at -0.400 eV. For the orbital gap, the calculation gives 9.4 eV. Its HOMO energy is -9.79 eV.

Each line ends with the natural charge from an NBO analysis.
Geometry (Å):
C (-1.667, 0.050, -1.772)  0.211
C (-0.813, -0.089, -0.843)  -0.498
C (-0.562, -0.169, 0.735)  -0.365
C (0.518, -0.029, -0.187)  0.219
O (1.385, 1.007, -0.362)  -0.676
H (-0.801, 0.719, 1.426)  0.242
H (-1.042, -1.176, 1.082)  0.267
H (1.006, -1.519, -0.440)  0.104
H (1.976, 1.205, 0.361)  0.497

---

Stability summary: most stable A, least stable B.

---

A:
The following is a quantum chemistry calculation of a molecular structure, CH3I2N, from the Open Molecules 2025 dataset.

The LUMO energy comes out at -1.140 eV. For the orbital gap, the calculation gives 7.5 eV. Its HOMO energy is -8.62 eV.

Each line ends with the natural charge from an NBO analysis.
Geometry (Å):
C (-1.021, -0.056, 0.078)  -0.305
N (0.904, -0.083, -0.589)  -0.899
I (1.561, 1.809, 0.103)  0.259
I (1.662, -1.803, 0.133)  0.318
H (-0.919, 1.013, -0.154)  0.207
H (-1.379, -0.703, -0.658)  0.216
H (-0.808, -0.178, 1.087)  0.204

---

B:
The following is a quantum chemistry calculation of CH3I2N in the gas phase, from the Open Molecules 2025 dataset.

The LUMO energy comes out at -0.320 eV. For the orbital gap, the calculation gives 7.7 eV. Its HOMO energy is -8.03 eV.

Each line ends with the natural charge from an NBO analysis.
Geometry (Å):
C (0.873, -0.829, -0.309)  -0.716
N (-1.742, 1.024, 1.105)  -1.063
I (-1.166, 2.804, 0.134)  0.188
I (-1.343, -0.604, 0.166)  0.926
H (1.069, -1.528, -1.031)  0.215
H (1.033, 0.194, -0.685)  0.234
H (1.277, -1.061, 0.620)  0.216

---

Stability summary: most stable A, least stable B.

---

A:
The following is a quantum chemistry calculation of a molecular structure, C8H8, from the Open Molecules 2025 dataset.

The LUMO energy comes out at 1.160 eV. For the orbital gap, the calculation gives 9.9 eV. Its HOMO energy is -8.77 eV.

Each line ends with the natural charge from an NBO analysis.
Geometry (Å):
C (1.682, -0.862, 0.323)  -0.406
C (1.086, -0.479, 1.585)  -0.434
C (-0.022, 0.129, 0.797)  -0.017
C (-1.167, 0.832, 0.831)  -0.192
C (-1.777, 0.974, -0.445)  -0.223
C (-1.246, 0.636, -1.659)  -0.199
C (-0.033, -0.204, -1.712)  -0.225
C (0.504, -0.303, -0.478)  -0.008
H (2.700, -0.500, 0.171)  0.213
H (1.713, -1.943, 0.168)  0.206
H (0.699, -1.310, 2.185)  0.215
H (1.824, 0.051, 2.182)  0.218
H (-1.785, 1.159, 1.667)  0.215
H (-2.771, 1.367, -0.415)  0.203
H (-1.815, 0.915, -2.532)  0.211
H (0.409, -0.463, -2.670)  0.223

---

B:
The following is a quantum chemistry calculation of C8H8 in the gas phase, from the Open Molecules 2025 dataset.

The LUMO energy comes out at 0.519 eV. For the orbital gap, the calculation gives 8.7 eV. Its HOMO energy is -8.20 eV. The SMILES is C=C1C=CC(=C)C1=C.

Each line ends with the natural charge from an NBO analysis.
Geometry (Å):
C (0.447, 2.098, 1.065)  -0.357
C (0.158, 1.116, 0.333)  -0.114
C (-0.823, 1.356, -0.686)  -0.177
C (-1.065, 0.228, -1.403)  -0.193
C (-0.288, -0.993, -0.787)  -0.043
C (-0.549, -2.343, -1.001)  -0.398
C (0.567, -0.374, 0.405)  -0.019
C (1.495, -0.922, 1.198)  -0.376
H (0.128, 3.092, 0.509)  0.183
H (1.309, 2.461, 1.809)  0.222
H (-1.434, 2.301, -0.712)  0.227
H (-1.875, 0.093, -1.973)  0.202
H (-1.181, -2.721, -1.794)  0.211
H (-0.242, -3.080, -0.070)  0.206
H (1.745, -0.302, 1.991)  0.210
H (1.609, -2.009, 1.116)  0.215

---

Stability summary: most stable A, least stable B.